Density functional theory data (the ωB97M-V functional and the def2-TZVPD basis) for C8H20AlCl7IN2OTa as an isolated structure in a non-equilibrium geometry.

Output
net charge: +2
LUMO: -8.8 eV
E_HOMO: -14.44 eV

Last column: natural (NBO) charge in e.
Geometry (Å):
C -0.846 -3.575 4.292  -0.6321
C 0.534 -3.619 3.615  -0.3074
I 0.238 -3.857 1.488  0.1325
C 1.399 -2.448 4.047  -0.8427
Ta 2.380 -0.993 2.640  1.5656
C 0.479 -0.218 1.483  -0.2879
N -0.074 -0.293 2.699  -0.6959
H -0.731 -3.978 5.299  0.2483
H -1.201 -2.550 4.426  0.1851
H -1.598 -4.149 3.759  0.2427
H 1.004 -4.532 3.971  0.2514
H 2.266 -2.793 4.625  0.2824
H 0.813 -1.833 4.734  0.2569
H 2.787 -2.115 1.270  -0.3247
H 2.847 0.397 1.540  -0.0947
H 2.127 0.408 3.848  -0.2608
H 3.953 -1.178 3.438  -0.1591
H 0.685 0.791 1.136  0.2755
H 0.154 -0.785 0.618  0.2690
H -0.563 0.531 3.039  0.4566
H -0.627 -1.133 2.869  0.4302
O 0.481 1.395 -1.432  -0.6616
C -0.609 1.177 -1.950  0.6571
N -1.663 1.985 -1.793  -0.7883
C -0.799 -0.038 -2.847  -0.6410
H -2.556 1.842 -2.230  0.4151
H -1.524 2.781 -1.185  0.4257
H -0.575 -0.955 -2.307  0.2550
H -0.052 0.077 -3.658  0.0698
H -1.789 -0.118 -3.292  0.2439
C 0.729 4.440 0.003  -0.2910
Cl 1.931 5.675 0.262  0.0773
Cl 0.226 3.693 1.534  -0.0178
Cl -0.689 5.096 -0.848  0.0094
H 1.150 3.659 -0.617  0.2419
Al 1.182 0.058 -5.289  0.9821
C -2.307 1.433 -7.875  -0.2235
Cl -2.611 -0.223 -8.366  0.0953
Cl -3.700 2.435 -8.154  0.1311
Cl -1.953 1.439 -6.088  -0.0560
Cl -0.894 2.070 -8.705  0.0845

=====

Density functional theory data (the ωB97M-V functional and the def2-TZVPD basis) for C17H11CrFN3O14 as an isolated structure in a non-equilibrium geometry.

Output
multiplicity: 5
net charge: +1
LUMO (spin up / spin down): -6.2 / -9.4 eV
E_HOMO (spin up / spin down): -12.19 / -12.87 eV

Last column: natural (NBO) charge in e.
Geometry (Å):
Cr 20.375 -11.636 -15.923  1.4931
N 22.363 -12.855 -14.640  0.7526
O 22.393 -12.006 -15.486  -0.4997
O 21.161 -13.178 -14.460  -0.4653
O 23.267 -13.125 -13.924  -0.3395
N 19.976 -9.364 -14.642  0.7562
O 20.180 -9.474 -15.799  -0.4613
O 20.039 -10.513 -14.183  -0.4410
O 19.823 -8.314 -14.057  -0.3356
N 17.952 -12.165 -16.858  0.7613
O 18.898 -11.684 -17.438  -0.5347
O 18.402 -12.292 -15.702  -0.4846
O 16.830 -12.184 -17.186  -0.3109
C 21.502 -15.798 -19.674  -0.1540
C 20.403 -15.089 -20.359  0.4630
O 19.946 -14.369 -19.146  -0.4875
C 20.817 -14.314 -18.212  1.0196
O 20.862 -13.574 -17.242  -0.6431
O 21.825 -14.974 -18.567  -0.4545
F 19.432 -15.891 -20.777  -0.2929
H 22.305 -15.732 -20.408  0.2107
H 21.349 -16.817 -19.319  0.2440
H 20.637 -14.404 -21.173  0.1727
C 19.827 -11.567 -21.983  -0.1449
C 20.585 -12.218 -22.972  -0.1623
C 21.933 -12.493 -22.692  -0.1561
C 22.512 -12.223 -21.436  -0.1686
C 21.706 -11.541 -20.470  -0.1166
C 20.385 -11.310 -20.771  -0.1589
C 22.297 -11.199 -19.123  0.5829
O 21.632 -11.089 -18.076  -0.4882
C 23.836 -10.903 -19.241  -0.0807
C 24.532 -10.094 -18.352  -0.1362
C 25.894 -9.840 -18.474  0.0672
C 26.617 -10.590 -19.363  -0.1854
C 25.988 -11.406 -20.242  -0.0898
C 24.622 -11.544 -20.267  0.1088
C 23.934 -12.487 -21.214  0.5376
O 24.581 -13.394 -21.837  -0.4438
H 18.759 -11.449 -22.095  0.2497
H 20.162 -12.390 -23.950  0.2501
H 22.501 -13.182 -23.300  0.2488
H 19.697 -10.874 -20.061  0.2681
H 24.004 -9.509 -17.614  0.2669
H 26.302 -9.103 -17.798  0.2542
H 27.672 -10.385 -19.261  0.2628
H 26.597 -12.002 -20.906  0.2657